This record from the OMol25 dataset describes a cluster of 2 separate species, C8H14NOS in total at a distorted geometry. The level of theory is the ωB97M-V functional and the def2-TZVPD basis.

The geometry in ORCA input format:
```
! wB97M-V def2-TZVPD RIJCOSX def2/J DEFGRID3
* xyz 1 3
C -2.420 -2.300 -2.332
C -1.415 -1.144 -2.194
C 2.043 -1.381 0.645
C 0.532 2.507 1.420
C -0.395 1.528 0.764
C 0.934 1.976 2.763
C 1.272 -0.224 1.314
C -0.072 -1.149 -2.326
N 0.361 0.267 0.506
O 1.902 -1.530 -0.529
S 1.949 0.493 2.643
H -1.838 -3.165 -2.657
H -2.840 -2.469 -1.380
H -1.949 -0.221 -2.115
H 2.882 -1.825 1.132
H 1.239 2.596 0.694
H 0.071 3.490 1.412
H -1.106 1.322 1.608
H -0.902 1.933 -0.074
H 1.448 2.557 3.443
H 0.095 1.635 3.367
H 0.439 -2.190 -2.485
H 0.607 -0.322 -2.207
H -3.167 -2.061 -3.041
H 0.330 -0.322 -0.372
*
```

Computed properties:
* LUMO level (alpha / beta): -2.97 / -8.38 eV
* HOMO-LUMO gap (alpha / beta): 8.41 / 4.20 eV
* energy relative to the best compared isomer or geometry (same formula, charge and spin): 0.0 kcal per mole
* <S²>: 2.01

***

This record from the OMol25 dataset describes a cluster of 2 separate species, C8H14O in total at a distorted geometry. The level of theory is the ωB97M-V functional and the def2-TZVPD basis.

The geometry in ORCA input format:
```
! wB97M-V def2-TZVPD RIJCOSX def2/J DEFGRID3
* xyz 0 1
C 2.333 -0.915 0.540
C 1.356 -0.079 -0.255
C 0.962 -0.613 -1.614
C 1.417 1.265 -0.114
O 1.983 2.304 -0.076
H 3.243 -1.099 -0.040
H 2.611 -0.436 1.477
H 1.888 -1.885 0.771
H 0.302 0.072 -2.144
H 0.442 -1.564 -1.506
H 1.849 -0.778 -2.232
C -0.666 -0.748 1.060
C -1.579 0.164 0.626
C -2.454 -0.117 -0.564
C -1.319 1.563 0.941
H -0.132 -0.573 1.984
H -0.728 -1.784 0.756
H -2.448 -1.175 -0.825
H -3.486 0.171 -0.351
H -2.136 0.452 -1.443
H -0.881 1.729 1.922
H -0.378 1.820 0.261
H -2.177 2.225 0.828
*
```

Computed properties:
* LUMO level: 0.77 eV
* structure (SMILES): CC(C)=C=O.C=C(C)C
* HOMO-LUMO gap: 8.34 eV
* energy relative to the best compared isomer or geometry (same formula, charge and spin): 58.5 kcal per mole

***

This record from the OMol25 dataset describes a structure of composition C8H14O2 at a distorted geometry. The level of theory is the ωB97M-V functional and the def2-TZVPD basis.

The geometry in ORCA input format:
```
! wB97M-V def2-TZVPD RIJCOSX def2/J DEFGRID3
* xyz 0 1
C 0.337 1.193 4.402
C -0.024 1.514 2.948
C 0.230 0.291 1.974
C -0.067 0.552 0.575
C 0.148 -0.448 -0.415
C -0.294 -0.210 -2.051
C 0.135 -1.445 -2.792
C -0.169 -1.165 -4.325
H -0.261 0.179 4.916
H 1.668 1.028 4.181
H 0.010 1.989 4.904
H 0.633 2.291 2.685
H -0.905 1.650 2.895
H 1.247 -0.192 2.060
H -0.435 -0.480 1.885
H 0.244 0.510 -2.394
H -1.305 -0.208 -1.951
H -0.495 -2.032 -2.369
H 0.995 -1.620 -2.829
H -0.795 -0.192 -4.440
H 0.361 -1.259 -5.119
H -1.368 -1.992 -4.790
O -0.486 1.678 0.138
O 0.598 -1.629 -0.088
*
```

Computed properties:
* LUMO level: -0.99 eV
* HOMO-LUMO gap: 8.83 eV
* energy relative to the best compared isomer or geometry (same formula, charge and spin): 219.9 kcal per mole

***

This record from the OMol25 dataset describes the molecule C8H14O3. The level of theory is the ωB97M-V functional and the def2-TZVPD basis.

The geometry in ORCA input format:
```
! wB97M-V def2-TZVPD RIJCOSX def2/J DEFGRID3
* xyz 0 1
C -1.964 1.857 1.243
C -2.184 1.108 -0.084
C -0.903 0.856 -0.885
C 0.213 0.137 -0.088
C 1.482 0.990 -0.079
C 0.395 -1.325 -0.570
C 1.824 -1.799 -0.923
O 2.091 -2.846 0.026
C 1.178 -2.726 1.017
O 1.337 -3.026 2.150
O 0.029 -2.235 0.487
H -0.912 2.078 1.426
H -2.343 1.291 2.093
H -2.498 2.807 1.246
H -2.682 0.152 0.095
H -2.859 1.692 -0.712
H -1.168 0.253 -1.756
H -0.530 1.805 -1.282
H -0.125 0.046 0.947
H 1.259 1.952 0.382
H 1.836 1.175 -1.096
H 2.296 0.530 0.483
H -0.273 -1.522 -1.406
H 1.925 -2.225 -1.919
H 2.575 -1.025 -0.795
*
```

Computed properties:
* LUMO level: 0.73 eV
* structure (SMILES): CCC[C@H](C)[C@H]1COC(=O)O1
* HOMO-LUMO gap: 11.45 eV
* energy relative to the best compared isomer or geometry (same formula, charge and spin): 10.2 kcal per mole

***

This record from the OMol25 dataset describes the molecule C8H14O4P2 at a distorted geometry. The level of theory is the ωB97M-V functional and the def2-TZVPD basis.

The geometry in ORCA input format:
```
! wB97M-V def2-TZVPD RIJCOSX def2/J DEFGRID3
* xyz 0 1
C -2.838 -1.957 0.412
C -2.398 -0.695 0.547
C 0.932 -1.193 0.863
C 2.210 0.379 -0.480
C 2.072 -1.963 -0.973
C 0.438 2.487 1.175
C 1.010 0.237 0.364
C -2.391 0.267 -0.634
O 0.986 -2.087 -0.121
O 2.110 -0.636 -1.500
O 0.770 1.115 1.438
O -0.472 2.687 0.193
P -0.176 2.394 -1.429
P -0.785 0.229 -1.636
H -2.667 -2.563 1.233
H -3.599 -2.174 -0.282
H -1.914 -0.332 1.511
H 1.797 -1.276 1.518
H 0.082 -1.343 1.505
H 2.327 1.302 -1.049
H 2.924 0.116 0.255
H 3.091 -2.292 -0.684
H 1.983 -2.756 -1.754
H 0.030 2.814 2.063
H 1.506 2.899 0.850
H -3.168 -0.025 -1.372
H -2.525 1.248 -0.308
H -1.337 3.118 -1.704
*
```

Computed properties:
* LUMO level (alpha / beta): -0.09 / -0.09 eV
* HOMO-LUMO gap (alpha / beta): 7.97 / 7.97 eV
* energy relative to the best compared isomer or geometry (same formula, charge and spin): 74.3 kcal per mole

***

This record from the OMol25 dataset describes a structure of composition C8H15BrN2O2 at a distorted geometry. The level of theory is the ωB97M-V functional and the def2-TZVPD basis.

The geometry in ORCA input format:
```
! wB97M-V def2-TZVPD RIJCOSX def2/J DEFGRID3
* xyz 0 1
C -1.317 -0.552 1.896
C -0.636 -0.270 -0.366
C -0.338 1.078 0.484
C -1.303 0.059 -1.662
C 0.582 -1.108 -0.585
C 1.060 1.734 0.213
C -1.415 2.241 0.356
C 1.346 -1.667 4.278
N -1.466 -0.905 0.644
N -0.556 0.571 1.807
O 0.023 1.204 2.757
O -1.737 -2.250 0.318
Br 1.856 -0.208 3.399
H -0.851 0.821 -2.279
H -2.347 0.399 -1.542
H -1.219 -0.767 -2.300
H 0.337 -2.173 -0.757
H 1.354 -0.964 0.217
H 0.925 -0.850 -1.581
H 1.006 2.277 -0.666
H 1.711 0.891 0.295
H 1.232 2.318 1.041
H -1.368 2.869 -0.500
H -1.208 2.882 1.196
H -2.440 1.952 0.322
H 1.687 -2.433 3.637
H 0.657 -1.753 5.116
H -2.270 -2.657 1.041
*
```

Computed properties:
* LUMO level (alpha / beta): 0.31 / -0.60 eV
* HOMO-LUMO gap (alpha / beta): 8.51 / 6.92 eV
* energy relative to the best compared isomer or geometry (same formula, charge and spin): 30.7 kcal per mole

***

Short version: calculated total energy = -22883.7329; -10567.5082; -12608.5429; -14665.4006; -35285.2100; -85648.3878 eV, in the order given.